Entry 1:
{
  "formula": "C28H45F9GaOP2",
  "method": "the ωB97M-V functional and the def2-TZVPD basis",
  "species": ["Ga", "C", "C", "C", "C", "C", "C", "H", "H", "H", "C", "H", "H", "H", "C", "H", "H", "H", "C", "H", "H", "H", "C", "H", "H", "H", "C", "C", "C", "C", "C", "C", "C", "C", "H", "H", "H", "H", "H", "H", "H", "H", "H", "H", "H", "H", "P", "C", "H", "H", "H", "C", "H", "H", "H", "C", "H", "H", "H", "P", "C", "H", "H", "H", "C", "H", "H", "H", "C", "H", "H", "H", "F", "C", "F", "F", "C", "O", "C", "F", "F", "F", "C", "F", "F", "F"],
  "xyz": [[0.479, -0.101, 0.646], [-2.482, 1.828, 0.278], [-2.864, 0.910, -0.739], [-2.669, -0.253, 1.239], [-2.424, 1.121, 1.510], [-2.994, -0.375, -0.143], [-2.172, 3.260, 0.085], [-1.758, 3.442, -0.916], [-1.449, 3.614, 0.833], [-3.086, 3.862, 0.182], [-2.112, 1.657, 2.850], [-1.789, 2.703, 2.798], [-1.310, 1.064, 3.312], [-2.992, 1.595, 3.511], [-2.566, -1.350, 2.219], [-3.545, -1.550, 2.680], [-1.848, -1.101, 3.010], [-2.225, -2.277, 1.735], [-3.437, -1.602, -0.836], [-4.540, -1.651, -0.839], [-3.061, -2.502, -0.338], [-3.101, -1.615, -1.883], [-3.141, 1.245, -2.147], [-4.119, 1.756, -2.233], [-3.163, 0.350, -2.781], [-2.380, 1.917, -2.571], [1.405, 0.652, -3.064], [0.353, 1.468, -3.208], [-0.309, 1.723, -4.532], [-1.203, 0.594, -5.134], [-1.282, -0.715, -4.392], [-0.226, -1.526, -4.242], [1.117, -1.233, -4.855], [1.999, -0.125, -4.205], [0.447, 1.988, -5.294], [-0.844, 0.406, -6.162], [-0.955, 2.610, -4.413], [2.315, 0.563, -5.013], [1.925, 0.544, -2.102], [-0.049, 2.037, -2.363], [2.915, -0.614, -3.831], [1.697, -2.171, -4.830], [-0.324, -2.522, -3.800], [0.982, -0.969, -5.920], [-2.231, 0.990, -5.223], [-2.295, -1.028, -4.123], [1.732, 2.001, 0.723], [1.331, 2.868, 2.266], [2.209, 3.440, 2.596], [1.059, 2.148, 3.040], [0.482, 3.547, 2.117], [3.462, 1.498, 0.914], [4.034, 2.337, 1.330], [3.866, 1.213, -0.065], [3.530, 0.637, 1.592], [1.757, 3.346, -0.498], [2.094, 2.965, -1.471], [2.433, 4.144, -0.152], [0.747, 3.760, -0.624], [0.943, -2.352, -0.102], [-0.300, -3.389, -0.924], [0.198, -4.273, -1.354], [-0.778, -2.823, -1.736], [-1.063, -3.711, -0.206], [2.391, -2.514, -1.178], [2.075, -2.491, -2.229], [2.914, -3.455, -0.952], [3.067, -1.672, -1.002], [1.340, -3.265, 1.412], [1.641, -4.297, 1.181], [0.473, -3.286, 2.080], [2.145, -2.756, 1.955], [0.311, 1.415, 4.918], [0.399, 0.123, 5.344], [1.084, 0.148, 6.520], [-0.877, -0.272, 5.621], [1.051, -0.778, 4.245], [0.592, -0.512, 3.003], [2.606, -0.534, 4.363], [3.181, -1.096, 5.462], [3.239, -1.052, 3.267], [2.912, 0.797, 4.384], [0.823, -2.258, 4.744], [0.701, -2.369, 6.095], [-0.323, -2.754, 4.196], [1.835, -3.099, 4.373]],
  "largest_force_ev_per_a": 3.386,
  "multiplicity": 1,
  "e_homo_ev": [-9.78, -9.73],
  "charge": 1,
  "e_tot_ev": -127217.2304,
  "orbital_gap_ev": [5.78, 5.88]
}

---

Entry 2:
{
  "formula": "C28H45N9P",
  "method": "the ωB97M-V functional and the def2-TZVPD basis",
  "species": ["C", "C", "C", "C", "C", "C", "N", "C", "N", "N", "C", "P", "N", "H", "H", "H", "H", "H", "H", "H", "H", "H", "H", "H", "H", "H", "H", "H", "H", "H", "H", "H", "H", "N", "C", "C", "C", "C", "H", "H", "H", "H", "H", "N", "C", "C", "C", "C", "H", "H", "H", "H", "H", "N", "C", "C", "C", "C", "H", "H", "H", "H", "H", "N", "C", "C", "C", "C", "H", "H", "H", "H", "H", "N", "C", "C", "C", "C", "H", "H", "H", "H", "H"],
  "xyz": [[-2.570, 0.864, -3.669], [-2.470, -0.430, -2.875], [-1.055, -0.932, -2.698], [-0.099, 0.037, -1.996], [0.624, -0.598, -0.802], [-0.331, -1.015, 0.288], [0.263, -2.101, 1.204], [-0.408, -2.048, 2.316], [-0.475, -2.954, 3.256], [-1.143, -0.860, 2.457], [-0.493, -0.018, 1.415], [-1.508, 1.504, 1.176], [-2.661, 1.400, 0.122], [-1.717, 1.515, -3.550], [-3.475, 1.384, -3.404], [-2.668, 0.636, -4.721], [-3.012, -1.185, -3.429], [-2.995, -0.329, -1.939], [-1.096, -1.883, -2.174], [-0.654, -1.122, -3.682], [0.684, 0.335, -2.676], [-0.575, 0.948, -1.658], [1.344, 0.093, -0.393], [1.174, -1.452, -1.170], [-1.228, -1.494, -0.065], [0.306, -3.032, 0.804], [-1.255, -2.896, 3.895], [0.228, -3.658, 3.428], [-2.074, -1.119, 2.105], [0.513, 0.251, 1.716], [-0.578, 2.508, 0.856], [-2.031, 1.783, 2.452], [-3.566, 1.564, 0.547], [1.867, -2.147, 5.650], [2.990, -2.938, 5.677], [3.607, -2.743, 6.880], [2.830, -1.803, 7.609], [1.764, -1.454, 6.829], [1.224, -2.081, 4.887], [3.251, -3.565, 4.841], [4.517, -3.220, 7.203], [3.032, -1.422, 8.594], [0.946, -0.777, 7.007], [3.376, 3.714, 2.292], [2.685, 2.559, 2.517], [3.285, 1.561, 1.792], [4.383, 2.143, 1.103], [4.413, 3.470, 1.435], [3.157, 4.608, 2.695], [1.833, 2.543, 3.176], [2.978, 0.528, 1.761], [5.074, 1.644, 0.444], [5.081, 4.258, 1.137], [-3.721, 2.622, -9.122], [-2.699, 1.761, -8.821], [-2.299, 2.017, -7.538], [-3.114, 3.070, -7.042], [-3.982, 3.421, -8.041], [-4.204, 2.664, -10.001], [-2.345, 1.048, -9.543], [-1.510, 1.506, -7.012], [-3.068, 3.518, -6.064], [-4.758, 4.166, -8.077], [-4.222, -1.200, -9.916], [-4.942, -2.348, -9.727], [-4.265, -3.374, -10.329], [-3.087, -2.826, -10.903], [-3.087, -1.485, -10.629], [-4.483, -0.290, -9.581], [-5.870, -2.335, -9.184], [-4.579, -4.404, -10.356], [-2.327, -3.355, -11.452], [-2.380, -0.714, -10.881], [4.189, -0.449, 10.940], [3.353, 0.621, 10.765], [3.904, 1.693, 11.411], [5.123, 1.254, 11.997], [5.271, -0.070, 11.688], [4.033, -1.372, 10.580], [2.441, 0.527, 10.200], [3.483, 2.683, 11.460], [5.810, 1.844, 12.579], [6.048, -0.773, 11.934]],
  "largest_force_ev_per_a": 1.877,
  "multiplicity": 1,
  "e_homo_ev": -9.47,
  "charge": 1,
  "e_tot_ev": -52456.6373,
  "orbital_gap_ev": 5.96,
  "relative_energy_kcal_mol": 19.56
}

---

Entry 3:
{
  "formula": "C28H46B2N11O5SW",
  "method": "the ωB97M-V functional and the def2-TZVPD basis",
  "species": ["W", "C", "C", "C", "C", "C", "N", "N", "B", "N", "N", "C", "C", "C", "C", "C", "N", "N", "C", "C", "C", "C", "C", "H", "H", "H", "H", "H", "H", "H", "H", "H", "H", "H", "H", "H", "H", "H", "H", "H", "H", "H", "H", "H", "H", "C", "O", "C", "O", "N", "N", "H", "H", "H", "H", "H", "H", "O", "S", "N", "N", "C", "C", "C", "N", "C", "C", "H", "H", "H", "H", "H", "H", "C", "C", "C", "O", "B", "O", "C", "C", "C", "H", "H", "H", "H", "H", "H", "H", "H", "H", "H", "H", "H"],
  "xyz": [[0.414, 0.239, -0.544], [0.520, -1.855, -3.538], [-0.244, -0.581, -3.592], [-0.920, -0.030, -4.682], [-1.547, 1.107, -4.206], [-2.433, 2.064, -4.925], [-1.249, 1.228, -2.901], [-0.440, 0.198, -2.526], [-1.912, 2.107, -1.819], [-0.855, 3.027, -1.182], [0.365, 2.524, -0.853], [1.147, 3.557, -0.544], [2.600, 3.437, -0.225], [0.416, 4.742, -0.643], [-0.849, 4.366, -1.056], [-2.024, 5.226, -1.377], [-2.572, 1.112, -0.825], [-1.981, -0.082, -0.514], [-2.916, -0.841, 0.056], [-2.748, -2.279, 0.416], [-4.110, -0.118, 0.160], [-3.855, 1.108, -0.417], [-4.780, 2.258, -0.620], [0.125, -2.542, -4.285], [0.422, -2.322, -2.560], [1.580, -1.699, -3.740], [-0.962, -0.422, -5.681], [-2.439, 1.823, -5.986], [-2.088, 3.091, -4.809], [-3.458, 2.013, -4.558], [-2.759, 2.785, -2.312], [2.983, 2.431, -0.407], [2.798, 3.690, 0.816], [3.164, 4.134, -0.845], [0.773, 5.743, -0.481], [-1.770, 6.268, -1.195], [-2.886, 4.975, -0.759], [-2.321, 5.121, -2.419], [-1.869, -2.713, -0.046], [-3.631, -2.819, 0.075], [-2.668, -2.430, 1.494], [-5.053, -0.477, 0.535], [-5.738, 2.039, -0.153], [-4.950, 2.454, -1.677], [-4.382, 3.169, -0.172], [-3.367, 1.925, 3.413], [-2.379, 1.971, 2.380], [-1.521, 0.968, 2.219], [-0.713, 1.078, 1.297], [-1.550, -0.043, 3.105], [-0.745, -1.187, 3.018], [-3.877, 2.882, 3.374], [-2.904, 1.804, 4.393], [-4.083, 1.125, 3.211], [-2.327, -0.131, 3.739], [-0.705, -1.541, 2.063], [0.196, -0.947, 3.314], [3.375, -0.312, -3.567], [3.327, 0.237, -2.223], [2.012, 0.179, -1.499], [4.914, 1.339, 4.093], [3.952, 1.105, 3.177], [2.746, 1.820, 3.172], [1.797, 1.551, 2.215], [1.924, 0.604, 1.264], [3.095, -0.064, 1.264], [4.105, 0.141, 2.169], [4.802, 2.054, 4.789], [5.790, 0.850, 4.065], [2.557, 2.602, 3.893], [0.896, 2.147, 2.185], [3.211, -0.821, 0.499], [5.007, -0.449, 2.094], [1.833, -4.657, -1.290], [2.147, -3.861, -0.032], [3.551, -4.173, 0.452], [2.097, -2.452, -0.390], [0.872, -1.919, -0.013], [0.167, -2.850, 0.722], [1.043, -3.965, 1.060], [0.218, -5.237, 1.024], [1.558, -3.701, 2.466], [2.553, -4.392, -2.064], [0.836, -4.432, -1.665], [1.898, -5.730, -1.113], [4.247, -4.097, -0.382], [3.615, -5.188, 0.846], [3.870, -3.483, 1.230], [-0.282, -5.365, 0.068], [-0.540, -5.203, 1.806], [0.846, -6.110, 1.207], [2.147, -2.782, 2.505], [2.183, -4.519, 2.823], [0.710, -3.596, 3.143]],
  "largest_force_ev_per_a": 1.368,
  "multiplicity": 3,
  "e_homo_ev": [-10.19, -11.08],
  "charge": 1,
  "s2": 2.059,
  "e_tot_ev": -70425.7179,
  "orbital_gap_ev": [7.99, 7.80],
  "relative_energy_kcal_mol": 23.72
}

---

Entry 4:
{
  "formula": "C28H46Br16N2O",
  "method": "the ωB97M-V functional and the def2-TZVPD basis",
  "species": ["C", "C", "C", "O", "C", "C", "C", "N", "C", "C", "C", "C", "C", "C", "N", "H", "H", "H", "H", "H", "H", "H", "H", "H", "H", "H", "H", "H", "H", "Br", "C", "C", "Br", "H", "H", "H", "H", "Br", "C", "C", "Br", "H", "H", "H", "H", "Br", "C", "C", "Br", "H", "H", "H", "H", "Br", "C", "C", "Br", "H", "H", "H", "H", "Br", "C", "C", "Br", "H", "H", "H", "H", "Br", "C", "C", "Br", "H", "H", "H", "H", "Br", "C", "C", "Br", "H", "H", "H", "H", "Br", "C", "C", "Br", "H", "H", "H", "H"],
  "xyz": [[-3.247, 0.320, -2.432], [-4.534, -0.205, -1.723], [-4.346, -1.629, -1.126], [-3.961, -1.597, 0.246], [-2.645, -2.049, 0.492], [-1.695, -0.925, 0.977], [-2.220, 0.414, 1.035], [-1.511, 1.440, 1.471], [-0.244, 1.106, 1.862], [0.596, 2.149, 2.389], [1.876, 1.885, 2.802], [2.397, 0.536, 2.699], [1.600, -0.454, 2.194], [0.242, -0.217, 1.755], [-0.471, -1.292, 1.303], [-2.680, 1.046, -1.824], [-2.593, -0.482, -2.810], [-3.581, 0.885, -3.326], [-4.913, 0.505, -0.971], [-5.322, -0.291, -2.496], [-3.700, -2.242, -1.777], [-5.348, -2.109, -1.154], [-2.707, -2.753, 1.349], [-2.177, -2.614, -0.331], [-3.252, 0.615, 0.730], [0.179, 3.160, 2.480], [2.459, 2.705, 3.221], [3.411, 0.307, 3.053], [2.001, -1.473, 2.116], [3.530, 3.180, 1.198], [4.785, 3.730, -0.195], [4.173, 3.614, -1.570], [4.115, 1.745, -2.140], [5.677, 3.124, -0.073], [5.022, 4.770, 0.025], [4.786, 4.133, -2.290], [3.159, 3.997, -1.613], [5.521, 0.764, 4.158], [7.272, 1.493, 3.713], [7.231, 2.287, 2.436], [7.174, 1.110, 0.885], [7.961, 0.656, 3.667], [7.534, 2.131, 4.555], [8.143, 2.871, 2.319], [6.370, 2.948, 2.370], [-6.885, 3.053, -1.837], [-7.800, 3.175, -0.124], [-7.330, 2.103, 0.825], [-8.099, 0.370, 0.382], [-8.865, 3.127, -0.330], [-7.552, 4.161, 0.263], [-7.669, 2.314, 1.837], [-6.251, 1.978, 0.825], [7.765, 6.003, -0.425], [7.793, 5.453, -2.294], [7.617, 6.631, -3.215], [5.764, 7.230, -3.291], [7.022, 4.698, -2.416], [8.770, 4.997, -2.441], [7.864, 6.355, -4.238], [8.212, 7.491, -2.920], [-3.983, -5.569, 0.205], [-2.645, -6.651, 1.129], [-1.674, -5.794, 1.895], [-0.371, -4.966, 0.710], [-2.164, -7.271, 0.377], [-3.215, -7.285, 1.807], [-1.087, -6.404, 2.580], [-2.153, -4.993, 2.449], [-1.600, -9.481, -1.701], [-3.333, -10.318, -1.988], [-4.340, -9.857, -0.967], [-4.056, -10.718, 0.756], [-3.171, -11.392, -1.977], [-3.636, -10.011, -2.988], [-5.347, -10.144, -1.266], [-4.309, -8.784, -0.793], [-4.749, -1.713, 6.806], [-3.469, -1.239, 5.418], [-4.063, -1.392, 4.044], [-4.153, -3.261, 3.507], [-2.590, -1.858, 5.574], [-3.214, -0.198, 5.609], [-3.429, -0.913, 3.298], [-5.071, -0.995, 3.967], [6.056, 4.735, -6.434], [4.301, 3.936, -6.737], [3.316, 4.288, -5.653], [3.635, 3.241, -4.007], [4.462, 2.866, -6.837], [3.973, 4.341, -7.693], [2.305, 4.027, -5.966], [3.347, 5.340, -5.375]],
  "largest_force_ev_per_a": 7.051,
  "multiplicity": 1,
  "e_homo_ev": -8.67,
  "e_tot_ev": -1155487.6647,
  "orbital_gap_ev": 8.68
}